Entry 1:
103
Properties=species:S:1:pos:R:3 method="wB97M-V/def2-TZVPD" multiplicity=2 total_charge=+2 gap_ev="7.0 / 2.7" max_force_ev_per_a=6.484 e_lumo_ev="-5.922 / -10.209" e_above_lowest_kj_mol=206.8 molar_mass_g_mol=735.07
C 2.7056 3.2312 -0.8839
H -0.7381 -3.4899 -2.4536
H 0.8808 -4.0762 -2.2378
N -0.8561 -6.1703 -4.0139
H 2.1103 3.2149 0.0291
C -2.3276 -3.3556 1.8956
H -3.2724 5.5115 0.9567
C -0.1609 -4.3956 -2.2674
O -2.6723 2.3928 5.2212
C -0.5165 -5.3442 -3.2881
H -5.1949 -4.0835 3.3355
H -3.3890 -3.0490 4.6467
N -4.5246 0.6004 1.2967
H -1.8645 0.1393 3.4669
C -4.1826 -4.3817 3.0626
H -1.4668 1.3825 2.3893
C -3.8151 4.1464 -0.5299
H -2.5316 3.1466 3.4508
C 3.2389 1.5339 2.5813
H 6.1306 -1.4659 -2.4338
O -2.9670 3.3147 -1.3161
H -2.8843 0.8221 -1.3015
H -1.9780 -2.3762 1.5691
H -4.0319 -5.3644 2.6158
H 3.2894 5.6080 0.5730
H 0.0868 -3.8741 -5.7713
H 0.2565 -3.4447 -7.4222
C 1.9658 -5.7757 0.6439
H -1.4133 4.1907 1.3236
H -1.7701 2.3474 0.1742
C -1.5612 4.3911 0.2624
H -4.5369 4.7011 -1.1294
H -4.1950 -0.1940 -1.7596
C 4.5871 -1.5211 -1.0246
H 2.7781 2.9930 4.1265
H 0.1912 0.8570 4.6225
H -0.4051 -1.8230 -4.1038
H 4.7189 -0.4325 -2.6954
N 2.6378 -3.4156 1.6168
O 1.8611 4.1453 -1.6835
H 1.3838 6.0076 -0.9194
C 3.4556 5.4845 -0.4971
C 3.9306 4.0561 -0.7187
H 2.5698 5.9198 -2.3403
H -1.2178 -4.4978 3.3115
C 3.2904 2.8949 3.1694
F -0.3718 -0.2040 -1.5859
N 3.1389 0.4892 2.1478
H -2.7771 5.9987 -0.6446
H 2.8226 3.6399 2.5258
C -3.4921 -0.0104 -0.9470
H 2.1445 -2.7226 -5.2776
H -0.9963 2.4150 6.3408
H -0.8554 2.7473 -1.1841
F 1.2242 0.6584 -0.1991
H 4.3173 3.1848 3.3923
H -3.8594 1.8182 3.6430
H 2.2464 -2.0031 -6.9393
C 5.0419 -1.4295 -2.3956
C 0.2830 -3.0196 -6.4189
C -1.7265 1.2201 3.4354
H 2.8898 2.2507 -1.3230
H -0.4508 -4.8520 -1.3209
O -0.8213 -2.1301 -6.1122
C -1.8970 -3.6464 3.3558
H -1.7597 0.7928 6.1405
C -2.8678 5.1368 0.0165
C -0.6953 1.4724 4.4692
O -3.7588 -3.4915 2.0176
C -1.5354 1.7488 5.6674
C 1.6094 -2.2160 -6.0808
C 2.2192 5.4971 -1.3988
H -2.7393 -4.7152 4.8199
H 4.7559 -2.2122 -3.0982
H 4.3971 3.5718 0.1392
H 4.5184 3.9931 -1.6345
H 1.5940 -0.5561 -4.6146
H 1.2176 -5.8066 -0.1482
P 0.4898 -0.7570 -0.3769
H 2.8211 -6.3919 0.3666
Mg 3.0884 -1.4765 1.8681
F -0.6030 -0.3325 0.7456
F 1.7027 -1.2124 -1.3851
H 1.0132 -0.0839 -6.2369
H 4.2427 6.1819 -0.7838
F 1.3053 -1.3047 0.9105
C -2.8363 2.1600 3.7999
C 1.0672 -0.8922 -5.5077
C -4.0128 0.3257 0.2882
C -3.0971 -3.9585 4.1216
F -0.2230 -2.2471 -0.4503
C -0.3555 -1.3521 -5.0856
H -0.9270 -0.4239 -5.0864
H -1.2359 -2.9108 3.8140
N 4.2224 -1.6705 0.0447
C 2.3248 -4.4786 1.1571
H -2.0476 -4.0778 1.1287
H -0.7086 5.0128 -0.0108
H -4.3060 3.4680 0.1679
H 1.5350 -6.2467 1.5274
H -0.2163 2.3934 4.1370
H -2.9525 -0.9557 -0.8892
C -1.7026 3.1098 -0.6019



Entry 2:
16
Properties=species:S:1:pos:R:3 method="wB97M-V/def2-TZVPD" gap_ev=10.4 max_force_ev_per_a=2.069 e_lumo_ev=0.896 e_above_lowest_kj_mol=323.7 molar_mass_g_mol=90.12
C 1.8372 -0.2357 0.9383
O 0.5075 0.0851 0.7710
H 0.2263 -1.0303 -1.9094
H -0.9113 0.3573 1.2343
H -1.0349 -1.7499 -0.8868
H -1.4820 -0.7677 -2.2892
H 1.9529 -1.0100 1.7059
H 2.2391 -0.6214 -0.0170
C -0.7955 0.3605 -0.6349
C -1.7882 0.5269 0.3882
O 2.6312 0.8489 1.3994
C -0.7591 -0.8735 -1.4722
H -0.3671 1.2563 -1.0763
H 2.4322 1.6070 0.8367
H -2.5049 -0.2833 0.4920
H -2.1835 1.5296 0.5199



Entry 3:
11
Properties=species:S:1:pos:R:3 method="wB97M-V/def2-TZVPD" gap_ev=9.5 max_force_ev_per_a=0.387 e_lumo_ev=0.592 e_above_lowest_kj_mol=331.6 molar_mass_g_mol=83.09
H -0.8462 -1.8180 1.3499
C 1.1185 -0.2933 0.9706
H -0.5258 0.7350 1.1189
O 1.8836 0.3518 0.1096
H -2.1156 -0.9351 0.8170
C -0.1131 0.5043 -0.9288
N -1.1781 -1.2411 0.5838
C -0.2850 -0.1138 0.4323
H 1.7810 1.2997 -1.7714
H -0.8904 0.7059 -1.6534
C 1.1712 0.8048 -1.0285



Entry 4:
111
Properties=species:S:1:pos:R:3 method="wB97M-V/def2-TZVPD" gap_ev=9.3 max_force_ev_per_a=5.418 e_lumo_ev=0.068 e_above_lowest_kj_mol=643.8 molar_mass_g_mol=1190.15
H -0.2000 -2.6594 0.8673
H -1.4120 3.6703 -2.5066
C -1.3330 2.6556 4.2768
O 0.2010 4.4199 -5.9037
O -2.0221 -0.6242 2.7587
H -2.4721 -1.1833 -7.8761
S -1.9587 -2.3288 -4.7019
C 4.2611 -2.3864 4.9939
C -1.5220 -1.6651 -0.4315
H -1.7564 3.6535 4.1621
H -1.4757 -0.8954 -1.2019
O -2.1949 1.6452 3.7684
O 4.8440 0.1598 3.3603
S -1.5015 0.7122 2.6255
H 2.6365 0.8399 -4.7968
O 4.7001 -0.2008 5.9049
H 5.4468 -1.6849 -5.2169
H 3.1621 1.9043 -3.5441
H 6.0646 -4.0201 -3.4078
H -5.9272 1.2066 0.2780
O 4.6074 2.7966 0.1155
H 2.4108 -1.8904 1.0226
S -6.0161 -1.0303 -1.5147
H 2.0118 2.4196 1.9529
H -2.3422 -1.3805 0.2276
O 2.7402 3.9894 0.9419
H -1.8600 -2.6069 -0.8640
O -1.1246 -3.2579 6.3281
O -0.5759 -1.9230 -4.6562
O -7.2221 -1.3766 -0.4406
O -2.2184 -3.5761 -5.8135
O 3.8702 -2.1864 -4.0429
C 3.5822 1.9060 0.5168
O -5.1127 -0.4062 -0.2383
O -2.6408 -1.1838 -5.7267
H -3.0643 -3.4881 6.3072
O -3.0237 3.9422 -1.3906
S 4.0135 -1.5553 -2.5164
C -2.2414 -3.0925 -7.1414
H -2.7971 -0.5497 6.5944
C 0.9811 1.4934 -3.5198
H -1.3227 3.0898 -0.8357
S -0.0269 -2.0920 6.3688
O 2.7994 1.0078 4.5220
H 1.4969 2.6357 0.2286
O -3.6766 1.9617 -2.6389
H 3.5519 1.1946 -0.3085
O -1.0396 -1.0725 7.3132
O 4.9347 5.2369 0.1342
H -5.3450 0.1094 1.6493
O -4.4242 4.2869 -3.3962
H 0.5995 0.4948 -3.7322
C -7.2260 -0.6610 0.7505
S 3.8488 0.0091 4.4246
O -1.7986 1.3947 1.3713
H 2.6331 -0.5466 1.5104
O -0.0131 1.1334 3.1395
C 6.0471 -2.9310 -3.4485
O 4.4474 -0.1527 -2.6842
H 0.1784 3.2560 2.8461
O 1.3214 4.4803 -3.6602
H -1.8514 1.1978 -2.6367
H -2.6377 1.2068 -1.0520
N -0.2901 -1.8423 0.2805
C -1.9502 3.1326 -1.7260
H 1.2263 -1.2885 2.4228
O 2.8934 -1.9117 -1.6019
H -2.9957 -1.6605 7.8092
C 5.1356 -2.5357 -4.6108
C 0.6447 -0.9033 0.4583
O 0.0447 2.3940 -4.1664
C 1.7336 -1.1607 1.4665
H -1.1869 -3.1956 -7.3974
C 2.3231 2.6696 0.9387
C -2.9825 -1.7142 -7.0725
H -4.0457 -1.8718 -7.2539
O 3.2636 -1.5825 4.5018
H 0.9153 2.4790 4.3166
C 4.7887 -1.5754 6.2323
O -5.3915 -2.3111 -1.9934
C -2.3419 -1.4709 6.9579
H -1.3470 2.5052 5.3562
H 5.8594 -1.7162 6.3803
O 5.2673 -2.5634 -2.2178
S 3.9728 4.2443 -0.2230
H 4.3343 -1.8626 7.1805
H 3.7863 -3.3148 5.3114
H 7.0538 -2.5217 -3.3645
O -5.5283 3.1806 -1.3399
O -6.4855 -0.0090 -2.3859
H -2.4357 -2.4621 4.9859
C -2.4797 1.7820 -1.9643
O 1.2076 -2.4105 7.0223
H 4.8602 -3.3807 -5.2418
O 2.1310 2.7756 -5.1933
C -5.9201 0.2145 0.7294
O 0.1722 -1.5528 5.0321
C 0.0800 2.4912 3.6165
O 0.7666 0.1391 -0.1417
H -2.8618 -3.7796 -7.7169
H 5.0732 -2.5157 4.2783
S 0.8617 3.6755 -4.7946
C -2.3416 -2.7166 6.0416
C 2.3380 1.7247 -4.2346
O -2.6482 -2.4922 -3.3659
S -4.3422 3.4270 -2.1742
O 3.4486 4.3193 -1.6380
H -7.4008 -1.3014 1.6151
H 3.9416 1.3652 1.3923
H 0.9700 1.7016 -2.4499
H -8.1332 -0.1000 0.5260



Entry 5:
98
Properties=species:S:1:pos:R:3 method="wB97M-V/def2-TZVPD" multiplicity=6 total_charge=+1 gap_ev="8.5 / 8.5" max_force_ev_per_a=5.455 e_lumo_ev="-2.186 / -2.189" e_above_lowest_kj_mol=508.7 molar_mass_g_mol=872.33
O 1.0332 3.5888 2.1749
H -2.5182 2.0024 -4.5566
C -3.2454 -1.5559 -4.5743
C -0.4908 2.7676 -2.3045
O -4.0874 -0.3677 -2.3755
C 6.6107 -1.2390 1.7556
H -0.0280 1.3818 5.3743
B 4.4840 -1.9886 2.2249
H -4.0171 -4.2276 0.9972
C -1.4645 1.8442 -4.3267
O 0.2188 2.3143 3.6985
C -4.5249 -3.3071 1.2849
O -3.5978 -2.2393 1.0150
O 1.0744 -1.4042 1.7604
H -0.5792 0.4737 3.9409
H 5.3668 1.7413 -0.3936
C 2.1405 -1.8709 1.9856
O 1.8602 0.1993 -0.6222
H -4.9896 -3.2903 2.2707
O -0.2569 1.6829 -1.6817
O -1.7347 -1.0707 1.3835
O -2.0498 1.5244 0.7290
H 0.3945 -3.2428 -4.7517
C -2.4399 4.2082 1.0902
H -1.2128 5.6882 -2.3548
H -3.8967 -0.7208 -4.8322
H 0.8331 4.6981 0.3737
C 0.1096 -4.7548 -0.8595
O 5.2309 -1.8429 3.5150
H -2.8616 5.1740 1.3689
H 4.4490 -0.0478 -3.3694
C 1.3349 -3.0147 -4.2499
H 2.0421 -2.4180 -4.8261
C 0.5015 2.3566 2.3936
O -0.1749 3.9622 -1.8133
O 0.2386 -3.9682 -2.0235
H 4.2565 -1.2297 -2.1457
H -4.9049 1.1779 -1.5430
O 5.4526 -1.5171 1.1758
C -2.7802 -0.6533 -2.3659
H -0.2711 -4.0684 -0.1033
H -4.2665 0.0020 -0.3519
O 0.3209 1.4840 1.5189
H 1.2887 3.1172 0.0832
O 1.9279 -4.3033 1.7569
H -3.0353 2.0212 4.4746
H -2.5335 3.8983 0.0494
C -3.8136 1.7027 3.7812
H 1.1689 0.5975 4.3298
H -3.9297 -2.2320 -4.0619
O 3.9282 -3.2975 1.8978
C 0.2075 1.1109 4.3451
H -0.5667 -2.0522 3.5299
O 3.8853 0.5488 -1.5728
O 3.2697 -1.0942 2.2693
H 0.5159 5.9003 -2.3020
O -0.9614 2.9367 -3.6158
O -2.3437 -1.2977 -3.4831
C -0.9844 -3.0363 3.3173
C -0.2668 5.1864 -2.5584
H -2.6637 -1.9754 -5.3951
H -1.3515 0.8831 -3.8251
H 5.2096 1.7409 1.3922
C 1.4452 3.9109 0.8137
H 1.0385 -5.2203 -0.5301
H -0.1380 -3.4436 2.7644
C -2.8178 1.9522 1.6111
H -1.2860 -3.4852 4.2637
O -3.4613 1.1382 2.5195
O 1.0875 -2.1706 -3.1589
H -5.8315 -0.2589 -1.2133
H -1.4024 4.3779 1.3780
H -5.3176 -3.1371 0.5563
C 4.7587 2.0607 0.4527
H 4.6363 3.1414 0.3808
C 0.5012 -2.6166 -2.0685
O -2.1981 -3.0088 2.5210
O 3.4739 1.5250 0.3710
H -1.1531 1.6017 -5.3427
C 6.4294 -1.4999 3.2432
H -4.5368 2.5146 3.8576
H 2.7559 -0.6700 -2.8328
C 3.7677 -0.3558 -2.5764
O -2.9449 3.2694 1.9991
O -1.9978 -0.4015 -1.4039
C 2.9940 0.6795 -0.6471
Mn -0.3301 0.0618 -0.0439
H 2.5061 4.1569 0.8583
C -4.8130 0.1223 -1.2873
C -2.4658 -1.9844 1.6745
H 1.8353 -3.9413 -3.9688
O 7.6464 -0.8114 1.1854
H -0.1607 5.0772 -3.6377
O 7.3899 -1.3120 3.9870
H -4.2480 0.9748 4.4665
H -0.5606 -5.5951 -1.0409
O 0.2783 -1.9412 -1.0799
C 2.6081 -3.2981 1.9095



Entry 6:
19
Properties=species:S:1:pos:R:3 method="wB97M-V/def2-TZVPD" total_charge=+1 gap_ev=5.9 max_force_ev_per_a=1.615 e_lumo_ev=-8.251 e_above_lowest_kj_mol=589.8 molar_mass_g_mol=89.16
H 0.4056 0.1032 0.0018
H 1.7086 2.0654 -0.1355
H 2.7952 -1.4831 -0.5373
H 2.3088 -1.1614 1.0840
N 1.3867 -0.0140 -0.4447
H 1.1501 -2.0368 0.0322
C -2.0050 0.4938 0.4044
H -2.5914 0.7514 1.2999
H 2.7288 1.0183 0.7967
H -1.7750 1.4631 -0.0681
H -3.6843 0.2820 -0.8970
H -2.2516 -0.7358 -1.3749
H -3.3121 -1.1752 -0.0144
C 2.2499 1.1221 -0.1875
C -2.8628 -0.3476 -0.5587
H 3.0717 1.1650 -0.9074
H -0.5259 0.0480 1.7111
N -0.8245 -0.1496 0.7473
C 1.9060 -1.2637 0.0639



Entry 7:
27
Properties=species:S:1:pos:R:3 method="wB97M-V/def2-TZVPD" multiplicity=2 gap_ev="9.4 / 9.6" max_force_ev_per_a=5.112 e_lumo_ev="-0.284 / -0.142" e_above_lowest_kj_mol=15.7 molar_mass_g_mol=279.05
H -4.2062 0.2906 -1.6507
H -2.2747 -4.0283 -0.6095
H -0.3463 1.9631 -0.8705
O -0.2373 2.9094 -0.7931
O -1.1314 0.3093 -1.8589
O 3.2641 1.1006 1.6766
O -1.7783 -3.3434 -0.1699
O 1.1270 3.0813 1.5902
C -2.3094 0.0903 -1.4774
C 0.0317 -0.4194 1.3059
H 4.1882 1.2697 1.3932
H 1.3451 -0.4264 -2.9593
O -0.6297 -1.4585 1.2414
O 0.4192 0.0485 0.1945
O -3.4054 0.6021 -2.0354
H 1.8356 2.6462 1.0517
H 3.0183 0.2768 1.3095
H 2.0922 -0.6360 -1.5512
V -0.5348 -1.5006 -0.7691
O 0.3467 0.1288 2.4686
O 1.2847 -0.7705 -2.0524
O 0.5798 -2.7403 -0.6389
H -0.0666 -0.1528 3.2922
H 0.1493 3.0235 0.1093
O -2.4039 -0.7510 -0.6028
H -1.1821 -3.8898 0.3235
H 0.8242 2.3768 2.0829



Entry 8:
71
Properties=species:S:1:pos:R:3 method="wB97M-V/def2-TZVPD" multiplicity=5 total_charge=+2 gap_ev="7.3 / 5.4" max_force_ev_per_a=7.596 e_lumo_ev="-5.606 / -9.066" e_above_lowest_kj_mol=0.0 molar_mass_g_mol=602.78
H 1.3433 -1.6622 -5.5820
H 2.6859 1.4875 -7.4050
C 2.2193 0.8731 -2.7875
H -0.1230 -0.3521 -4.5312
H 1.8169 -1.6294 2.5463
H -3.1704 2.2250 -3.2327
H 0.6830 -2.3649 1.4061
C 0.0369 2.1733 -5.2937
H -1.1568 3.1061 2.0887
C -0.2196 0.2922 1.2934
F -0.4985 -1.6396 -0.9206
H -2.8101 2.7872 -1.5725
H 0.8260 3.8056 -0.6512
H -3.1664 -1.0438 -0.4776
H -1.5082 2.7531 -2.8038
C -0.2014 1.6453 0.8369
C 1.5064 -1.6481 1.4926
C 3.3657 0.5764 0.2763
H -2.2544 2.1812 1.0773
H -2.2632 0.1375 1.9198
H -1.2358 3.4560 0.3582
C 1.2560 -0.6365 -5.9774
H -2.0916 -1.6946 -2.7567
H 2.0639 1.4181 -3.7323
C -0.3024 -1.0104 -3.6811
H 1.9309 1.5768 -1.9745
H 3.6032 -0.4035 -0.1420
H -1.3663 -1.4177 1.8753
H -0.2397 -2.0512 -4.0519
H 2.6376 -2.4505 -3.4760
C 2.1709 -2.1605 -2.5180
C -1.2730 2.6560 1.0951
C -1.1855 0.2758 -6.4510
H 1.1910 3.4496 -6.5648
C -2.4096 2.2341 -2.4371
H 3.0535 2.2274 -5.8443
C -1.7498 -0.7490 -3.1965
H 3.7658 1.3540 -0.3727
H -1.8996 -0.4829 -6.0876
P 1.2212 -0.6597 -2.6793
C 2.2049 0.2823 -5.7089
H -1.8340 1.3920 -4.6594
C 1.0571 -0.2864 1.0402
C 1.5967 3.2710 -0.0807
C -3.3874 -0.0428 -0.8727
H -1.6551 0.7157 -7.3446
H 3.2777 0.6030 -2.6581
Os 0.2219 0.4204 -0.8401
H 0.1592 2.8934 -4.4762
P -1.9986 0.5423 -1.8804
H 2.3516 -1.9913 0.8928
H 3.0770 0.0267 -5.0916
C -1.0048 1.3272 -5.3746
H -3.5757 0.6320 -0.0264
C 0.9627 2.3766 -6.4642
H 2.5145 3.2023 -0.6685
H -2.4039 -0.4963 -4.0493
H -1.0869 -0.2594 3.1818
H 2.9545 -2.0161 -1.7557
C 1.8889 0.7209 0.4545
H -0.2043 -1.4581 -7.2619
H 3.8709 0.6451 1.2448
H 1.5057 -2.9702 -2.1663
C 1.1028 1.9153 0.3041
H -4.3053 -0.0981 -1.4787
H 1.8126 3.8563 0.8240
C 0.1113 -0.4464 -6.9468
H 0.4482 2.0378 -7.3739
C -1.3023 -0.3492 2.1074
C 2.2972 1.6261 -6.3761
H 0.4873 0.1064 -7.8168



Entry 9:
16
Properties=species:S:1:pos:R:3 method="wB97M-V/def2-TZVPD" gap_ev=10.9 max_force_ev_per_a=0.510 e_lumo_ev=1.038 e_above_lowest_kj_mol=27.5 molar_mass_g_mol=86.13 smiles="CC(C)CC=O"
H -0.8035 -1.6275 -0.9833
H 2.6305 -1.6646 0.1989
C 1.8816 -1.0755 -0.3737
O 1.8096 -1.1825 -1.5752
H 0.7726 -0.6577 1.3981
H 1.6774 0.6917 0.7375
H -0.1447 2.3601 0.5842
H -2.1220 -0.4451 -0.9865
C -0.8517 1.5271 0.4889
H -1.5820 -1.1509 0.5444
C -0.2301 0.3498 -0.2616
C 1.0243 -0.1499 0.4553
H -1.1594 1.2272 1.4994
C -1.2400 -0.7866 -0.4339
H 0.0784 0.6864 -1.2592
H -1.7411 1.8980 -0.0332



Entry 10:
15
Properties=species:S:1:pos:R:3 method="wB97M-V/def2-TZVPD" total_charge=+1 gap_ev=9.6 max_force_ev_per_a=1.283 e_lumo_ev=-4.215 e_above_lowest_kj_mol=109.6 molar_mass_g_mol=105.19
S -1.5999 1.1153 0.1003
H -0.3155 -1.1186 1.7491
H 1.0726 2.3608 -0.8192
H -2.1921 -0.6412 -1.4892
C -1.8092 -0.6291 -0.4699
C -0.1257 0.7569 0.8224
N -0.4817 -1.1635 -0.3998
H 2.2385 1.3618 -0.1545
C 0.1403 -0.7121 0.8248
N 1.3035 1.4122 -0.5475
H 0.2527 1.4068 1.5928
H 1.2122 0.7807 -1.3380
H 1.2005 -0.9639 0.8370
H -2.5436 -1.0745 0.2156
H -0.4565 -2.1646 -0.5481